Molecular formula: C33H31BF4NOP2STa
Method: DFT, ωB97M-V/def2-TZVPD

Geometry as XYZ:
```
75
Properties=species:S:1:pos:R:3
Ta 1.24 0.11 -0.38
C -2.06 0.79 1.94
C -2.06 2.02 1.05
P -0.70 2.09 -0.17
C 0.43 3.33 0.53
C 0.96 4.35 -0.26
C 1.82 5.29 0.30
C 2.17 5.21 1.64
C 1.65 4.18 2.44
C 0.79 3.25 1.88
C -1.43 2.80 -1.64
C -1.99 4.08 -1.54
C -2.59 4.65 -2.65
C -2.63 3.96 -3.86
C -2.08 2.69 -3.96
C -1.48 2.11 -2.85
C -2.22 -0.45 1.06
P -0.70 -1.38 0.77
C -1.24 -2.71 -0.32
C -1.83 -2.37 -1.54
C -2.36 -3.36 -2.35
C -2.29 -4.69 -1.96
C -1.68 -5.03 -0.76
C -1.15 -4.05 0.06
C -0.31 -2.04 2.40
C 0.96 -1.97 2.98
C 1.19 -2.51 4.23
C 0.15 -3.15 4.91
C -1.11 -3.24 4.33
C -1.34 -2.69 3.08
H -2.90 0.87 2.63
H -1.16 0.73 2.56
H -2.01 2.95 1.61
H -2.97 2.04 0.46
H 0.70 4.42 -1.30
H 2.22 6.08 -0.31
H 2.83 5.95 2.08
H 1.91 4.12 3.49
H 0.38 2.47 2.52
H -1.96 4.63 -0.60
H -3.03 5.64 -2.58
H -3.09 4.42 -4.73
H -2.11 2.15 -4.90
H -1.06 1.11 -2.93
H -2.67 -0.21 0.10
H -2.89 -1.18 1.52
H -1.88 -1.33 -1.86
H -2.83 -3.09 -3.29
H -2.71 -5.46 -2.60
H -1.62 -6.07 -0.46
H -0.67 -4.33 1.00
H 1.77 -1.50 2.45
H 2.17 -2.44 4.68
H 0.33 -3.58 5.88
H -1.92 -3.75 4.85
H -2.33 -2.78 2.64
O 2.84 1.22 3.50
S 3.07 1.37 2.10
N 2.15 0.54 1.21
C 3.34 -4.06 -1.87
C 2.53 -4.18 -0.75
C 1.88 -3.07 -0.25
C 2.04 -1.81 -0.88
C 2.86 -1.72 -2.02
C 3.52 -2.84 -2.50
H 3.85 -4.94 -2.26
H 2.40 -5.14 -0.27
H 1.29 -3.19 0.64
H 3.00 -0.78 -2.55
H 4.16 -2.75 -3.37
F 2.66 1.75 -1.35
B 2.26 1.85 -2.73
F 1.02 0.49 -2.29
F 3.04 1.26 -3.61
F 1.47 2.86 -3.03
```

Output
**Net charge**: +2
**HOMO energy**: -14.46 eV
**Gap between HOMO and LUMO**: 6.36 eV
**Molecular weight**: 819.38 g mol⁻¹